Computed, not measured: C20H29AsN2O3RuS5 as an isolated structure, with ωB97M-V with the def2-TZVPD basis set.

The geometry in XYZ format:
```
61
Properties=species:S:1:pos:R:3:forces:R:3
Ru 0.5740 -0.8269 0.6365 1.247 0.773 0.859
C 4.4264 2.8130 1.5208 0.037 0.121 -0.163
N 3.7976 1.5815 1.9890 -0.117 -0.093 0.081
C 4.6622 0.6753 2.7438 0.044 -0.099 0.058
C 2.5557 1.2336 1.6955 0.069 0.204 -0.045
O 2.0419 0.1594 2.0657 -0.406 -0.558 0.124
C 1.7063 2.1900 0.8598 0.156 -0.017 0.030
O 0.3758 1.7062 0.7495 0.145 -0.947 -0.185
C -0.4838 2.0618 1.8274 -0.125 0.020 0.054
C -1.1680 0.8429 2.4305 -0.088 0.274 0.108
O -1.0013 -0.2902 1.9300 0.170 -0.359 0.009
N -1.9659 1.0238 3.4682 0.079 -0.180 -0.103
C -2.3426 2.3199 4.0183 -0.053 0.155 0.046
C -2.6257 -0.1255 4.0894 -0.078 -0.114 -0.012
H 5.2034 3.0951 2.2265 -0.031 0.004 0.034
H 3.7204 3.6369 1.4532 -0.003 -0.025 0.047
H 4.8909 2.6681 0.5432 -0.003 -0.036 0.029
H 4.9913 1.1635 3.6606 -0.022 0.028 -0.019
H 5.5401 0.4214 2.1491 -0.031 0.023 -0.029
H 4.1143 -0.2254 2.9944 -0.003 -0.011 -0.010
H 2.1037 2.2419 -0.1552 0.012 0.089 0.012
H 1.7116 3.1890 1.2978 -0.031 0.037 -0.114
H -1.2510 2.7311 1.4310 0.031 0.052 0.027
H 0.0687 2.5835 2.6108 0.043 0.016 -0.055
H -1.8240 3.1425 3.5366 0.001 -0.033 0.006
H -2.1192 2.3423 5.0842 0.041 -0.014 -0.016
H -3.4157 2.4693 3.8916 0.017 -0.007 -0.016
H -2.0737 -1.0325 3.8725 0.028 -0.005 -0.011
H -3.6450 -0.2302 3.7149 0.014 0.036 -0.004
H -2.6597 0.0286 5.1658 0.015 0.047 -0.013
S 5.2332 -6.3018 -0.1644 -0.373 0.452 0.098
C 4.1595 -5.0975 0.0049 0.512 -0.690 -0.196
S 4.2059 -3.6461 -0.9664 -0.357 0.113 0.273
C 2.8193 -2.8880 -0.2520 0.585 0.385 -0.637
C 2.1539 -3.6162 0.7550 -0.247 -0.658 0.715
S 0.7957 -3.0596 1.5724 -0.165 1.643 -1.448
S 2.8281 -5.1696 1.1352 -0.104 0.446 -0.106
S 2.3367 -1.3581 -0.7567 -0.763 -0.215 0.450
C -2.3333 0.6797 -1.0799 0.318 0.079 0.288
As -1.0334 -0.7649 -1.1589 -0.901 -1.091 -0.438
C -2.2248 -2.2993 -1.0733 0.061 0.063 -0.018
C -0.4053 -0.7512 -3.0346 0.117 0.069 0.376
C -1.5210 -0.5121 -4.0011 -0.182 0.073 -0.105
C -2.2752 -1.5720 -4.5011 0.145 0.011 0.068
C -3.2861 -1.3418 -5.4205 -0.104 0.015 -0.025
C -3.5604 -0.0500 -5.8476 0.036 -0.007 0.034
C -2.8239 1.0145 -5.3441 -0.082 0.016 -0.009
C -1.8152 0.7842 -4.4242 0.142 -0.098 0.061
H -3.0443 0.5344 -1.8899 0.041 -0.038 -0.049
H -1.8501 1.6494 -1.1867 -0.005 -0.003 -0.024
H -2.8559 0.6290 -0.1254 0.018 -0.033 0.004
H -3.0488 -2.1796 -1.7750 0.031 0.036 -0.020
H -2.6145 -2.3700 -0.0588 0.006 0.036 0.006
H -1.6797 -3.2137 -1.3020 0.052 0.036 -0.008
H 0.0724 -1.7190 -3.1922 0.041 0.014 0.045
H 0.3551 0.0273 -3.1096 0.043 -0.046 0.005
H -2.0441 -2.5860 -4.1933 -0.023 -0.008 -0.020
H -3.8600 -2.1723 -5.8095 0.029 -0.005 -0.018
H -4.3353 0.1258 -6.5811 -0.021 0.001 0.022
H -3.0348 2.0234 -5.6733 0.020 -0.008 -0.019
H -1.2226 1.6113 -4.0471 -0.028 0.031 -0.035
```
Forces are in eV/Å.

Properties
LUMO energy (spin up / spin down) = -7.75 / -8.02 eV
energy relative to the best compared isomer or geometry (same formula, charge and spin) = 3.7 kcal/mol
total charge = +2
HOMO energy (spin up / spin down) = -13.40 / -13.47 eV

natural (NBO) atomic charge list, values in e, 2 entries: 0.39 -0.42

=====

Computed, not measured: C22H24As2F6N3NiO17S3 as an isolated structure, with ωB97M-V with the def2-TZVPD basis set.

The geometry in XYZ format:
```
78
Properties=species:S:1:pos:R:3:forces:R:3
Ni -0.1089 0.5946 -0.8676 0.352 0.373 -0.639
F 2.7915 3.9554 1.3451 -0.208 0.003 0.218
C 1.7779 4.6673 0.8651 0.154 -0.022 -0.388
F 1.4800 5.6524 1.7013 -0.127 -0.147 0.124
F 2.1907 5.2152 -0.2853 0.003 -0.017 0.183
S 0.2925 3.5448 0.5324 0.167 -0.147 -0.304
O 0.8557 2.2013 0.5415 -0.329 0.355 0.049
O -0.7741 3.8570 1.4285 0.238 0.008 0.420
N -0.0226 4.0796 -0.9302 -0.249 -0.125 0.390
S -0.7411 3.1812 -1.9652 0.226 0.025 -1.196
O -1.4313 3.9345 -2.9650 -0.313 0.170 0.328
O -1.4618 2.0264 -1.4191 0.548 0.277 -0.241
C 0.7359 2.6658 -3.0199 0.065 0.107 -0.043
F 1.4000 3.7930 -3.3000 -0.071 0.016 -0.038
F 0.3376 2.1378 -4.1826 -0.134 -0.133 0.054
F 1.6106 1.8322 -2.4583 -0.014 0.001 0.076
O 1.1961 -0.7711 -0.0319 -0.400 0.386 0.413
S -0.0072 -1.3177 0.6173 -0.179 -1.841 0.216
O 0.2386 -2.4221 1.4977 0.114 -0.103 0.141
O -1.0956 -1.5129 -0.3209 -0.187 0.271 0.595
O -0.5852 -0.1425 1.6560 0.761 -0.030 -0.085
C -1.3836 -4.4296 3.9010 -0.079 0.070 0.001
O -0.4583 -3.4243 4.3206 0.196 0.017 -0.282
C -0.8742 -2.1735 4.1597 -0.234 0.244 0.328
O -1.9955 -1.8453 3.8591 0.113 -0.090 -0.196
C 0.1893 -1.1562 4.4612 -0.194 -0.283 -0.388
C 0.8104 -1.1282 5.6399 0.163 0.063 -0.001
As 2.3278 0.0164 6.2204 0.027 0.233 0.206
C 1.4272 0.7745 7.8096 0.024 -0.128 -0.097
C 2.0695 1.3777 4.8573 -0.311 -0.308 -0.260
C 2.1626 0.7815 3.5772 -0.113 0.233 -0.055
As 0.3228 0.3046 3.1119 -0.171 -0.406 1.439
C -1.1031 1.3301 3.9189 -0.010 0.269 -0.659
C 3.0418 -0.3398 3.2513 0.094 -0.011 -0.224
O 2.6443 -1.3680 2.7576 -0.081 -0.043 -0.105
O 4.3723 -0.2133 3.4837 0.003 0.185 0.091
C 4.9332 1.0534 3.8306 -0.029 -0.056 -0.071
C 1.4000 2.6512 4.9339 0.154 0.355 -0.071
O 1.0740 3.3071 3.9638 0.011 0.113 -0.280
O 1.1606 3.1120 6.1906 -0.072 -0.125 0.188
C 0.4591 4.3529 6.2631 0.056 -0.006 -0.030
C 0.4277 -2.1105 6.7003 0.013 -0.082 0.145
O -0.6846 -2.4865 6.9620 -0.024 0.083 -0.017
O 1.5066 -2.4830 7.4248 0.013 -0.026 -0.134
C 1.2435 -3.4270 8.4629 -0.043 0.028 0.003
H -0.9994 -5.3685 4.2878 0.027 -0.009 -0.024
H -1.4209 -4.4407 2.8127 -0.005 -0.017 -0.017
H -2.3750 -4.2243 4.2993 -0.004 -0.020 0.030
H 1.4877 0.0564 8.6263 0.023 -0.067 -0.049
H 0.3879 1.0044 7.5889 -0.003 0.052 0.047
H 1.9446 1.6865 8.0913 0.009 0.018 0.013
H -0.8715 1.6022 4.9415 0.135 -0.090 0.054
H -1.9393 0.6342 3.8884 -0.018 -0.036 0.010
H -1.3014 2.2109 3.3159 -0.012 0.087 -0.011
H 5.9717 1.0159 3.5091 0.010 -0.020 -0.004
H 4.8911 1.2135 4.9074 -0.022 0.002 0.049
H 4.4181 1.8687 3.3257 -0.008 0.013 -0.030
H -0.0052 4.3853 7.2461 0.027 -0.021 0.020
H -0.2905 4.4194 5.4788 -0.043 0.003 -0.001
H 1.1507 5.1892 6.1537 0.016 -0.010 -0.033
H 2.1775 -3.5442 9.0047 0.012 0.007 -0.022
H 0.9300 -4.3783 8.0355 -0.007 -0.008 -0.007
H 0.4577 -3.0633 9.1226 -0.003 0.014 0.018
N -0.2291 -0.5588 -7.7617 0.040 -0.063 -0.025
C -1.1356 -1.1852 -6.9558 0.069 0.032 -0.105
O -2.0806 -1.8116 -7.3899 0.021 0.065 0.080
C -0.8469 -1.0248 -5.4914 -0.021 -0.043 0.055
C 0.4278 -1.2104 -4.9743 0.013 0.008 -0.085
C 0.6416 -0.9490 -3.6318 0.127 0.034 0.146
N -0.3164 -0.5198 -2.8182 -0.208 0.293 0.128
C -1.5588 -0.4285 -3.2972 0.078 -0.076 -0.039
C -1.8679 -0.6680 -4.6248 -0.101 -0.008 -0.052
H -0.3973 -0.5532 -8.7530 -0.067 -0.028 0.008
H 0.4182 0.1100 -7.3845 -0.011 -0.008 0.052
H 1.2417 -1.5510 -5.6016 0.004 0.032 0.018
H 1.6216 -1.0709 -3.1838 -0.004 0.058 -0.021
H -2.3173 -0.1439 -2.5800 -0.014 0.072 -0.044
H -2.8790 -0.5527 -4.9926 0.016 -0.021 0.034
```
Forces are in eV/Å.

Properties
spin multiplicity = 3
LUMO energy (spin up / spin down) = 2.27 / 1.32 eV
total charge = -1
HOMO energy (spin up / spin down) = -4.92 / -4.65 eV

Löwdin atomic charge list, values in e, 2 entries: 0.28 0.14

=====

Computed, not measured: CH3Cl3Si as an isolated structure, with ωB97M-V with the def2-TZVPD basis set.

The geometry in XYZ format:
```
8
Properties=species:S:1:pos:R:3:forces:R:3
C -0.1799 -1.0534 0.4937 -1.332 0.733 -0.988
Si 0.2258 0.7547 -0.1612 -0.611 -1.007 -1.536
Cl -1.3610 1.4130 -2.2955 1.674 -0.843 2.686
Cl 0.2330 2.2056 1.2414 -0.537 -0.087 -0.065
Cl 2.0234 0.9182 -1.0764 -0.091 -0.158 -0.139
H -1.3321 -0.9845 0.4721 1.687 -0.685 0.174
H 0.2030 -1.8817 -0.1544 -0.590 1.075 -0.104
H 0.1878 -1.3717 1.4804 -0.200 0.973 -0.029
```
Forces are in eV/Å.

Properties
LUMO energy = -1.14 eV
energy relative to the best compared isomer or geometry (same formula, charge and spin) = 52.7 kcal/mol
total charge = 0
HOMO energy = -10.38 eV

natural (NBO) atomic charge list, values in e, 2 entries: -1.11 1.49

=====

| no. | largest force on an atom (hartree/bohr) |
| --- | --- |
| 1 | 0.0427 |
| 2 | 0.0362 |
| 3 | 0.0637 |